# 1
DFT (wB97M-V/def2-TZVPD) results for a structure of composition C29H23Cl4GeO5Rh.

ORCA input file:
```
! wB97M-V def2-TZVPD RIJCOSX def2/J DEFGRID3
* xyz 0 5
Rh -1.24289 -1.31471 -0.33103
Cl -3.37101 -7.16009 3.66621
C -2.81076 -6.11035 2.43241
C -2.27886 -4.86470 2.80158
C -1.83440 -4.02525 1.82758
Cl -1.15220 -2.50586 2.26658
C -1.89373 -4.36684 0.41303
O -1.51113 -3.61630 -0.48864
C -2.44403 -5.68404 0.11537
Cl -2.52871 -6.13466 -1.52149
C -2.89273 -6.52026 1.10169
H -2.22321 -4.58873 3.84449
H -3.30755 -7.48694 0.85589
O 2.01004 -2.56669 -0.99277
C 1.49443 -1.66310 -1.62337
O 0.20904 -1.47819 -1.76930
C 2.34525 -0.62285 -2.36029
C 1.68219 0.75373 -2.42293
Ge 1.44361 1.59166 -0.66507
C 1.97217 3.47431 -0.70679
C 2.99125 3.91691 -1.54798
C 3.40053 5.24432 -1.54142
C 2.79032 6.15307 -0.68941
C 1.77293 5.72906 0.15512
C 1.37106 4.40140 0.14436
C 2.51431 0.70432 0.70377
C 2.11897 -0.49367 1.28541
C 2.94298 -1.18149 2.16390
C 4.19105 -0.66708 2.48095
C 4.60066 0.53689 1.92330
C 3.77015 1.21192 1.04146
C -0.46177 1.57966 -0.15130
C -0.96916 1.03437 1.03777
C -2.31792 1.16699 1.37490
C -3.17145 1.87491 0.54504
C -2.68080 2.43568 -0.62742
C -1.35016 2.27352 -0.97476
H 2.50603 -0.99682 -3.37610
H 3.31841 -0.60410 -1.86792
H 0.68730 0.63405 -2.85445
H 2.24266 1.43701 -3.06394
H 3.48216 3.22349 -2.22214
H 4.19445 5.56825 -2.20235
H 3.10514 7.18871 -0.68406
H 1.29237 6.43387 0.82184
H 0.57207 4.08631 0.80720
H 1.13194 -0.89647 1.07773
H 2.61641 -2.12414 2.58378
H 4.84406 -1.20177 3.15878
H 5.57095 0.94755 2.17225
H 4.10485 2.15031 0.61198
H -0.29520 0.56969 1.75048
H -2.68769 0.73205 2.29493
H -4.21403 1.99364 0.81189
H -3.34300 2.99211 -1.27860
H -0.99225 2.70654 -1.90264
Cl -5.71524 -2.13646 -2.36588
C -5.06476 -0.64446 -1.63321
C -3.62873 -0.86909 -1.21581
O -3.40825 -1.54363 -0.15566
O -2.69864 -0.40545 -1.89554
H -5.67667 -0.41730 -0.76483
H -5.12281 0.14519 -2.37457
*
```

Output
<S²>: 6.047
LUMO energy (alpha / beta) in eV: -0.114 / -3.106
Relative energy (zero: lowest compared OMol25 entry of this formula, charge and spin) in kcal/mol: 0.0
Frontier orbital gap (alpha / beta) in hartree: 0.316 / 0.207

---

# 2
DFT (wB97M-V/def2-TZVPD) results for a cluster of 2 separate species, C29H23F3O2S in total in a non-equilibrium geometry.

ORCA input file:
```
! wB97M-V def2-TZVPD RIJCOSX def2/J DEFGRID3
* xyz 0 1
C 0.27251 0.10560 -2.70515
C 1.52750 -0.57227 -2.73948
C 2.72856 0.15709 -2.77276
C 3.94208 -0.48751 -2.83209
C 4.00090 -1.87014 -2.84948
C 2.83243 -2.60832 -2.80413
C 1.61420 -1.97613 -2.75093
C -0.94557 -0.53209 -2.78233
C -2.15909 0.11720 -2.72921
C -3.41933 -0.54980 -2.77166
C -4.61388 0.19031 -2.79022
C -5.83472 -0.44195 -2.82143
C -5.90881 -1.82380 -2.83016
C -4.74724 -2.57293 -2.81017
C -3.52165 -1.95329 -2.78374
H 0.28233 1.17831 -2.61891
H 2.68724 1.23301 -2.77079
H 4.85290 0.08668 -2.87726
H 4.95308 -2.37354 -2.90655
H 2.87464 -3.68510 -2.81899
H 0.71930 -2.57090 -2.71292
H -0.94945 -1.59735 -2.91651
H -2.15802 1.18979 -2.64205
H -4.56252 1.26602 -2.78420
H -6.74040 0.14149 -2.84005
H -6.86822 -2.31566 -2.84971
H -4.80294 -3.64925 -2.81486
H -2.63370 -2.55878 -2.75976
F -3.71917 4.76667 3.89656
C -3.97184 3.67718 3.14495
F -4.91345 2.91308 3.73352
F -4.37744 4.04491 1.91399
C -2.70027 2.86520 3.00994
C -2.77934 1.49100 2.86351
C -1.64975 0.73433 2.74042
C -0.36233 1.33926 2.74493
C 0.76567 0.57013 2.61902
S 2.39188 1.32929 2.57000
C 3.52103 -0.04681 2.34625
C 4.03664 -0.68822 3.44905
C 4.93860 -1.71903 3.28298
C 5.32008 -2.10212 2.01450
C 4.79407 -1.46245 0.91225
C 3.89163 -0.43228 1.07820
O 2.40846 2.14896 1.30136
O 2.63018 1.91557 3.94106
C -0.31597 2.75875 2.87693
C -1.46352 3.48933 3.00786
H -3.75457 1.03598 2.85649
H -1.72794 -0.33294 2.63809
H 0.69451 -0.49621 2.53647
H 3.75231 -0.35465 4.43518
H 5.34576 -2.21963 4.14499
H 6.03469 -2.89770 1.88548
H 5.08524 -1.76332 -0.07932
H 3.49315 0.09450 0.22497
H 0.63971 3.25399 2.88120
H -1.43008 4.56053 3.11469
*
```

Output
LUMO energy in eV: -3.177
Frontier orbital gap in hartree: 0.084

---

# 3
DFT (wB97M-V/def2-TZVPD) results for a structure of composition C29H23F5N2NaO3P in a non-equilibrium geometry.

ORCA input file:
```
! wB97M-V def2-TZVPD RIJCOSX def2/J DEFGRID3
* xyz -2 1
Na 0.61124 1.72967 -1.10109
O -3.52883 3.43894 -1.14861
C -3.35342 4.48643 -0.34836
C -4.53833 5.21725 -0.03536
C -4.58980 5.96565 1.11903
C -3.38374 6.29285 1.70239
C -2.15338 5.83770 1.19813
C -2.11577 4.85496 0.17384
C -0.89484 4.13060 -0.25793
O -1.03966 3.11692 -1.08656
N 0.31035 4.54866 0.19044
N 1.29956 3.67890 -0.06657
C 2.47242 3.86130 0.42480
C 3.64010 3.08924 0.10921
C 4.82544 3.76460 0.46594
C 6.12063 3.18454 0.38634
C 6.16455 1.84509 0.05184
C 5.01704 1.07305 -0.25602
C 3.68806 1.68631 -0.28157
O 2.66753 0.94676 -0.49114
H -2.57728 3.17532 -1.29096
H -5.39844 4.99754 -0.69379
H -5.52770 6.25445 1.53831
H -3.39605 6.80662 2.68163
H -1.23025 6.27557 1.66097
H 2.61601 4.65737 1.14326
H 4.84395 4.84681 0.70694
H 7.03856 3.71300 0.76472
H 7.17879 1.46713 -0.04365
H 5.08629 0.01931 -0.39401
C -4.43245 -3.31114 -0.00731
P -2.85404 -2.26809 0.30231
C -1.85298 -3.42158 1.25366
C -1.32932 -2.90904 2.45464
C -0.77289 -3.77564 3.41081
C -0.52663 -5.10431 3.04005
C -0.97390 -5.54177 1.82286
C -1.47835 -4.69435 0.84569
C -2.01329 -2.17063 -1.31224
C -0.73991 -2.71514 -1.69723
C -0.23518 -2.37034 -2.95066
C -0.93838 -1.59751 -3.83372
C -2.19825 -1.11653 -3.49659
C -2.75030 -1.33709 -2.22505
H -5.20134 -2.57970 -0.15434
H -4.69666 -3.87745 0.88053
H -4.44642 -3.85785 -0.95289
H -1.34509 -1.90470 2.70303
H -0.30736 -3.33085 4.29321
H -0.10875 -5.77459 3.74387
H -0.86862 -6.53931 1.51211
H -1.64798 -5.05524 -0.16956
H -0.18670 -3.26136 -0.96544
H 0.78848 -2.76489 -3.16064
H -0.58869 -1.30450 -4.82344
H -2.72827 -0.46849 -4.17223
H -3.62271 -0.83891 -1.82551
F 2.87170 -5.89691 -0.11837
C 3.04159 -4.52375 -0.01018
F 2.99013 -4.19199 1.33462
C 4.45620 -4.20415 -0.52647
F 4.77649 -2.89155 -0.25645
F 5.43226 -4.92631 0.10447
F 4.63460 -4.43688 -1.86573
*
```

Output
LUMO energy in eV: 3.814
Frontier orbital gap in hartree: 0.165

---

# 4
DFT (wB97M-V/def2-TZVPD) results for a structure of composition C29H24BCl3F4IMgNO11S in a non-equilibrium geometry.

ORCA input file:
```
! wB97M-V def2-TZVPD RIJCOSX def2/J DEFGRID3
* xyz 0 1
C -7.22846 -0.69163 1.34670
C -5.66342 -1.02289 1.07253
Cl -4.77681 -0.12779 -0.29188
C -4.94892 -1.98042 1.89493
Cl -5.72586 -2.91228 3.29432
C -3.35996 -2.28297 1.65695
C -2.85775 -3.68337 1.12454
C -1.30158 -3.93145 0.87217
I -0.57334 -5.83892 0.13176
C -0.30282 -2.73875 1.16721
C -0.80832 -1.29764 1.69910
C -2.37880 -1.06109 1.96600
C -2.94259 0.35761 2.49607
C 0.31104 -0.11980 1.93944
O 0.28412 0.69926 2.91370
C 1.49203 -0.12939 0.79433
C 2.02749 1.25778 0.24302
Cl 1.41598 2.90138 0.84435
C 3.13904 1.21791 -0.88610
C 3.66009 -0.19151 -1.45945
C 4.77635 -0.08710 -2.62474
C 6.30889 -0.19407 -2.03635
F 4.54232 -0.97304 -3.76356
C 3.08325 -1.58282 -0.87379
S 3.68332 -3.14786 -1.60630
O 3.46878 -4.41292 -0.83500
O 2.94915 -3.31904 -2.96035
F 5.34937 -3.12881 -2.03251
C 2.00269 -1.57139 0.27700
C 1.32629 -2.83238 0.99882
O 1.89071 -3.84675 1.54118
H -7.28616 0.31722 1.90632
H -7.72807 -0.53896 0.31429
H -7.74577 -1.51165 1.98972
H -3.62251 -4.52405 0.88942
H -3.04424 1.03899 1.55036
H -2.22869 0.90980 3.20925
H -3.96579 0.27924 3.03950
H 3.54578 2.22272 -1.32626
H 4.71611 0.99844 -3.06025
H 6.42468 -1.01100 -1.23273
H 7.09461 -0.22991 -2.87930
H 6.48027 0.82486 -1.48478
Mg 3.46759 -5.05016 -4.39466
B -0.66868 4.99318 5.75534
O -0.17192 5.65987 4.54069
C -0.55447 4.92265 3.49987
O -0.30704 5.19315 2.34350
C -1.30250 3.76480 3.96840
O -1.78885 2.89963 3.27144
O -1.38048 3.78874 5.29697
F -1.57130 5.86260 6.46430
F 0.43377 4.62445 6.60503
C 0.73362 -7.22446 4.30374
C 1.12653 -6.17980 3.29066
N 1.44343 -5.33857 2.47585
H 1.56421 -7.91418 4.46742
H 0.47593 -6.74609 5.25112
H -0.13027 -7.78641 3.94197
C -7.30865 1.17775 -2.07594
O -7.95969 0.36154 -1.26875
H -7.65748 1.23808 -3.12551
H -7.28695 2.24759 -1.80358
H -6.23167 0.97938 -2.22906
O 3.51331 4.11111 -2.68511
C 3.30818 3.99483 -3.87100
O 4.27326 3.70962 -4.78915
C 3.70489 3.75427 -6.10130
C 2.22377 3.54602 -5.90027
C 1.98265 4.18549 -4.55182
H 3.93130 4.72791 -6.54662
H 4.14712 2.97072 -6.72062
H 1.61653 3.97128 -6.70196
H 2.00427 2.47424 -5.84273
H 1.77714 5.25529 -4.63925
H 1.18391 3.68215 -4.00551
*
```

Output
LUMO energy in eV: -6.458
Frontier orbital gap in hartree: 0.041